(1)
This record from OMol25 describes one molecule with the formula C4H5NO in a non-equilibrium geometry. The level of theory is ωB97M-V/def2-TZVPD.

```
11
Properties=species:S:1:pos:R:3
C -1.560 -0.340 -0.077
C -0.149 -0.111 0.286
C 0.484 1.051 0.527
O 1.805 0.894 0.215
C 1.822 -0.455 -0.252
N 0.759 -1.128 -0.022
H -1.933 -1.201 0.467
H -1.656 -0.545 -1.158
H -2.133 0.561 0.136
H 0.043 1.956 0.934
H 2.519 -0.681 -1.055
```

Gap between HOMO and LUMO (eV): 9.9
F_max (hartree/bohr): 0.0388
SMILES: Cc1cocn1
Relative energy (zero: lowest compared OMol25 entry of this formula, charge and spin) (kJ/mol): 131.6
Lowest unoccupied orbital energy (eV): 1.03
HOMO level (eV): -8.91

These are the natural (NBO) partial charges, in e, on atoms 1 to 8: number 1, C, carries -0.630; number 2, C, carries 0.058; number 3, C, carries 0.043; number 4, O, carries -0.436; number 5, C, carries 0.325; number 6, N, carries -0.440; number 7, H, carries 0.224; number 8, H, carries 0.225

---

(2)
This record from OMol25 describes one molecule with the formula C4H5NO. The level of theory is ωB97M-V/def2-TZVPD.

```
11
Properties=species:S:1:pos:R:3
O -1.304 2.017 -0.229
C -0.625 1.029 -0.102
C -1.014 -0.441 -0.229
C 0.312 -1.161 -0.250
C 1.240 -0.296 0.164
N 0.688 0.983 0.340
H -1.751 -0.694 -0.994
H -1.475 -0.574 0.760
H 0.469 -2.202 -0.509
H 2.285 -0.464 0.390
H 1.175 1.803 0.659
```

Gap between HOMO and LUMO (eV): 9.6
F_max (hartree/bohr): 0.0083
SMILES: O=C1CC=CN1
Relative energy (zero: lowest compared OMol25 entry of this formula, charge and spin) (kJ/mol): 14.0
Lowest unoccupied orbital energy (eV): 0.90
HOMO level (eV): -8.68

These are the natural (NBO) partial charges, in e, on atoms 1 to 8: number 1, O, carries -0.584; number 2, C, carries 0.686; number 3, C, carries -0.542; number 4, C, carries -0.266; number 5, C, carries -0.016; number 6, N, carries -0.632; number 7, H, carries 0.246; number 8, H, carries 0.250

---

Please write out number 1 again, unchanged.
This record from OMol25 describes one molecule with the formula C4H5NO in a non-equilibrium geometry. The level of theory is ωB97M-V/def2-TZVPD.

```
11
Properties=species:S:1:pos:R:3
C -1.560 -0.340 -0.077
C -0.149 -0.111 0.286
C 0.484 1.051 0.527
O 1.805 0.894 0.215
C 1.822 -0.455 -0.252
N 0.759 -1.128 -0.022
H -1.933 -1.201 0.467
H -1.656 -0.545 -1.158
H -2.133 0.561 0.136
H 0.043 1.956 0.934
H 2.519 -0.681 -1.055
```

Gap between HOMO and LUMO (eV): 9.9
F_max (hartree/bohr): 0.0388
SMILES: Cc1cocn1
Relative energy (zero: lowest compared OMol25 entry of this formula, charge and spin) (kJ/mol): 131.6
Lowest unoccupied orbital energy (eV): 1.03
HOMO level (eV): -8.91

These are the natural (NBO) partial charges, in e, on atoms 1 to 8: number 1, C, carries -0.630; number 2, C, carries 0.058; number 3, C, carries 0.043; number 4, O, carries -0.436; number 5, C, carries 0.325; number 6, N, carries -0.440; number 7, H, carries 0.224; number 8, H, carries 0.225

---

What is the relative energy (zero: lowest compared OMol25 entry of this formula, charge and spin) in the first record? 131.6 kJ/mol

---

Among the records above, which one has the lowest relative energy (zero: lowest compared OMol25 entry of this formula, charge and spin)? number 2